This record from OMol25 describes a structure of composition C6H14N2 at a distorted geometry. The level of theory is ωB97M-V/def2-TZVPD.

Geometry (Å):
C1 -0.3785 -0.1688 0.4707
C2 0.8716 -0.1436 -0.2388
C3 -1.0562 -1.4977 0.7335
C4 -0.6456 0.8862 1.5151
C5 1.2052 -1.2494 -1.2104
C6 1.5081 1.1835 -0.5807
N1 -1.3447 0.3899 -1.2715
N2 -2.1895 1.2551 -1.3003
H1 1.3145 -0.5821 1.0295
H2 -2.2464 1.8837 -0.4341
H3 -1.4189 -1.9198 -0.2067
H4 -1.9184 -1.3846 1.3921
H5 -0.3667 -2.2202 1.1773
H6 -1.6600 1.2744 1.3723
H7 -0.6103 0.4666 2.5220
H8 0.0120 1.7543 1.4888
H9 2.2821 -1.2792 -1.3923
H10 0.8811 2.0548 -0.3784
H11 0.7011 -1.0428 -2.1592
H12 0.8882 -2.2300 -0.8589
H13 1.7304 1.2563 -1.6461
H14 2.4407 1.3134 -0.0237

Lowest unoccupied orbital energy (alpha / beta) in eV: 0.8 / 0.8
Total charge: 0
Relative energy (zero: lowest compared OMol25 entry of this formula, charge and spin) in kcal/mol: 98.8
E_HOMO (alpha / beta) in eV: -6.93 / -6.93
Multiplicity: 1